The following is a quantum chemistry calculation of C5H9N3 in the gas phase, from the Open Molecules 2025 dataset.

Summary:
Orbital gap: 9.5 eV
Calculated total energy: -9800.34490 eV
SMILES: [H]/N=C1/NC[C@@H]2C[C@]12N
Multiplicity: 1

Last columns: bonded neighbours and bond lengths (Å).
Geometry (Å):
1 H 2.03540 1.48744 0.10753  N2 1.033
2 N 1.09466 1.88425 0.26604  H1 1.033, C3 1.266
3 C 0.25037 0.95191 0.12563  N2 1.266, N4 1.374, C8 1.486
4 N -1.11039 1.13924 0.14786  C3 1.374, C5 1.454, H10 1.017
5 C -1.79649 0.01965 -0.47624  N4 1.454, C6 1.539, H11 1.081, H12 1.110
6 C -0.82764 -1.16425 -0.31082  C5 1.539, C7 1.485, C8 1.555, H13 1.101
7 C -0.16705 -1.38931 1.00024  C6 1.485, C8 1.534, H14 1.079, H15 1.068
8 C 0.54644 -0.49664 -0.02319  C3 1.486, C6 1.555, C7 1.534, N9 1.440
9 N 1.89429 -0.70688 -0.48455  C8 1.440, H16 1.000, H17 1.029
10 H -1.44979 2.04373 -0.16888  N4 1.017
11 H -1.97594 0.27775 -1.51089  C5 1.081
12 H -2.78877 -0.12035 0.00126  C5 1.110
13 H -0.91151 -2.00060 -1.02180  C6 1.101
14 H -0.52714 -0.89877 1.89146  C7 1.079
15 H 0.22106 -2.37062 1.16682  C7 1.068
16 H 2.14238 -1.67113 -0.38996  N9 1.000
17 H 2.07059 -0.49188 -1.47476  N9 1.029

Results of the Mulliken charge analysis, in e, for atoms 1 through 8: 0.293, -0.865, 0.164, -0.307, -0.650, -0.212, -0.751, 0.714